DFT (ωB97M-V/def2-TZVPD) results for a cluster of 14 separate species, C66H132F21N7O21S7 in total in a non-equilibrium geometry.

Values from the calculation:
HOMO level	-5.0	eV
strongest force on any atom	5.14	eV Å⁻¹
HOMO-LUMO gap	3.46	eV
LUMO level	-1.49	eV
energy above the lowest of the compared OMol25 structures with the same formula, charge and spin	232.37	kcal per mole

```
! RIJCOSX wB97M-V def2-TZVPD def2/J DEFGRID3
* xyz 0 1
S 0.785 -3.975 6.239
S -6.567 3.087 -2.043
S 2.132 -3.489 -2.896
S -4.545 7.298 5.816
S 0.856 5.719 9.221
S 6.832 4.414 -6.142
S 2.864 8.201 2.421
F 2.054 3.965 7.540
F 4.159 -5.145 -2.051
F -3.895 5.147 7.166
F 5.303 4.637 -4.045
F 0.081 3.305 7.973
F -5.707 0.796 -3.019
F -4.779 4.569 5.315
F -1.654 -3.062 5.875
F 1.703 3.120 9.529
F -7.631 1.525 -3.867
F 2.349 -6.158 -2.567
F -6.114 5.321 6.872
F -1.107 -3.015 7.976
F 5.378 7.405 1.949
F 5.096 8.549 3.862
F -7.597 0.529 -1.911
F 4.539 6.534 3.684
F 7.117 5.889 -3.910
F 5.385 6.329 -5.252
F -1.542 -4.858 7.057
F 2.352 -4.973 -0.770
O -7.717 3.832 -2.464
O -6.504 2.981 -0.608
O 2.229 7.122 1.682
O 5.739 3.457 -6.442
O 2.957 -2.450 -2.306
O 7.186 5.388 -7.153
O -5.452 7.553 4.723
O 0.628 6.620 8.130
O 2.388 -3.616 -4.333
O 1.355 -2.604 6.152
O 2.048 8.384 3.600
O 0.691 -4.664 4.911
O 0.718 -3.408 -2.499
O -0.369 5.454 9.949
O 8.033 3.763 -5.640
O -4.797 8.133 7.006
O -3.102 7.427 5.492
O 2.967 9.479 1.678
O 2.049 6.024 9.999
O -5.319 3.521 -2.657
O 1.466 -4.819 7.258
N -7.419 -0.532 7.518
N -1.064 1.330 -7.547
N -3.021 8.957 -0.848
N 5.092 -8.480 3.233
N 0.912 0.913 1.523
N -4.127 -6.174 -1.702
N 8.532 -1.757 -5.002
C 1.180 3.846 8.524
C 6.095 5.392 -4.721
C -6.013 0.319 9.407
C 6.048 -8.739 4.387
C -0.419 0.709 0.709
C 8.384 -0.718 -3.874
C -7.729 -0.366 3.625
C 8.827 -1.384 -2.597
C -3.989 2.504 -9.873
C -3.429 -5.164 -0.675
C 0.104 7.628 -2.706
C -4.861 5.426 6.295
C -5.425 9.711 -0.970
C 4.949 -6.970 3.073
C -6.112 -3.785 -4.117
C 9.532 -2.771 -4.447
C 4.606 -9.185 0.857
C 2.813 -5.067 -2.007
C 5.614 -9.227 1.937
C -0.414 2.791 2.766
C 0.178 3.290 -6.801
C -1.284 2.012 0.541
C 6.288 -6.190 2.774
C -0.255 2.506 -5.597
C -0.006 2.381 -7.988
C 3.254 1.952 1.500
C 3.713 -9.040 3.594
C -7.359 0.542 8.653
C -5.139 -4.147 -3.029
C 1.434 -0.468 1.769
C -3.081 -6.510 -2.749
C -3.111 -6.945 1.135
C -2.392 1.204 -8.409
C -8.611 -1.398 7.943
C -5.312 8.283 -0.454
C 3.223 -9.692 1.303
C 4.305 2.552 0.554
C -0.407 -0.093 -7.475
C -7.661 0.172 6.171
C 9.516 -2.066 -7.486
C -2.504 9.114 0.562
C -2.454 -5.728 0.413
C 2.667 -8.939 2.484
C -5.334 -5.609 -2.461
C -4.476 -7.473 -0.931
C 4.664 7.625 3.027
C 6.157 -4.738 3.187
C 9.252 -2.789 -3.021
C 1.886 1.798 0.784
C -6.925 1.326 -2.747
C -5.695 -1.079 9.083
C -1.234 7.618 -1.938
C -4.000 10.144 -1.196
C 9.051 -1.054 -6.350
C -1.481 1.761 -6.098
C -3.974 7.810 -0.967
C 7.161 -2.398 -5.344
C 10.065 -1.327 -8.705
C -6.038 -1.258 7.603
C 0.424 1.446 2.873
C -1.654 2.635 1.888
C -1.798 9.000 -1.848
C -1.019 -3.689 6.825
C -3.543 -7.996 0.166
C -7.863 -0.917 5.047
C -2.971 2.659 -8.798
H 1.347 2.723 0.578
H -5.261 1.031 9.065
H 9.332 -0.597 -9.048
H -4.257 -4.775 -0.083
H 8.691 -2.626 -7.926
H -5.258 -0.843 6.964
H 4.651 -8.153 0.511
H -3.764 10.890 -0.437
H -6.001 10.469 -0.438
H -2.968 -4.421 -1.326
H -8.163 0.630 3.547
H -2.404 -7.428 1.810
H -3.521 6.994 -0.404
H 0.749 -0.970 2.453
H -1.168 -0.745 -7.047
H 6.454 -1.585 -5.508
H -2.146 3.592 1.715
H 7.363 -2.908 -6.286
H -5.161 8.239 0.624
H -2.272 -6.936 -2.157
H 5.793 -8.131 5.255
H -2.599 -8.219 -0.333
H -3.863 -8.895 0.692
H -3.328 9.377 1.226
H -2.337 1.940 2.377
H 1.518 -0.963 0.802
H -2.122 -4.909 1.052
H -3.436 3.201 -7.975
H 6.592 -8.856 1.628
H 7.035 -8.452 4.025
H 7.184 -6.588 3.252
H 10.262 -1.979 -9.557
H -9.559 -0.863 7.875
H -0.321 3.011 -8.820
H 7.993 -1.548 -1.915
H -0.585 4.057 -6.928
H 0.902 1.865 -8.301
H 8.454 -3.514 -2.862
H -6.050 0.402 10.493
H -5.458 -7.339 -0.478
H 3.267 -10.761 1.512
H -4.849 -8.178 -1.674
H 0.056 7.854 -3.771
H -6.739 0.744 6.067
H 2.345 -7.911 2.318
H 0.462 0.060 -6.835
H -1.079 9.717 -1.452
H 10.070 -3.192 -2.423
H -0.157 0.670 3.371
H 2.643 -9.561 0.389
H 6.761 -4.387 4.023
H 0.893 8.206 -2.226
H -8.264 0.535 9.259
H 6.152 -9.793 4.644
H 6.866 -3.087 -4.552
H 10.552 -2.461 -4.674
H -5.673 -6.306 -3.228
H -7.239 -1.802 5.173
H -8.389 -1.775 8.941
H -1.640 9.770 0.668
H 4.405 1.876 -0.296
H -2.229 3.375 -9.151
H 4.973 -9.747 -0.003
H 4.005 3.531 0.180
H 5.164 -4.425 3.510
H -1.485 -6.032 0.016
H -6.664 -0.133 3.632
H -8.632 -2.245 7.257
H -6.114 -5.555 -1.702
H 7.355 -0.361 -3.823
H 5.770 -10.260 2.249
H -7.188 -3.860 -3.961
H 5.235 2.634 1.115
H 0.621 1.950 -5.263
H -0.804 2.692 -0.163
H 3.090 2.793 2.175
H -6.295 -1.778 9.665
H -4.860 1.912 -9.592
H 0.476 6.604 -2.728
H -5.152 -3.500 -2.152
H -1.681 0.857 -5.523
H -3.524 -7.241 -3.426
H 10.995 -0.855 -8.390
H -5.926 9.701 -1.938
H -6.134 -2.334 7.458
H -2.596 -5.628 -3.167
H 1.368 1.647 3.379
H -2.191 9.342 -2.806
H -2.419 2.314 -6.040
H 3.985 -10.047 3.912
H 9.311 -3.669 -5.025
H -1.143 7.226 -0.925
H -0.681 3.158 3.757
H -2.038 0.665 -9.288
H -3.709 10.698 -2.089
H 9.000 0.153 -4.098
H 2.030 1.230 -0.135
H 9.606 -0.843 -2.059
H 4.266 -6.849 2.232
H -4.173 -3.737 -3.323
H -4.660 -1.286 9.355
H -5.907 -2.787 -4.504
H -6.166 7.645 -0.679
H 2.370 -0.453 2.327
H -3.970 -6.658 1.742
H 3.576 1.025 1.972
H 6.442 -4.125 2.332
H -2.139 8.143 0.898
H -0.530 3.218 -4.818
H -7.453 1.559 8.273
H -3.942 7.642 -2.044
H 8.366 -0.253 -6.626
H 6.462 -6.133 1.699
H -0.871 -0.015 1.388
H 1.149 3.768 -6.668
H -0.119 0.146 -0.175
H -4.318 3.477 -10.239
H 10.318 -2.706 -7.117
H -7.892 -1.127 2.861
H 3.323 -8.513 4.464
H 9.971 -0.576 -6.015
H -1.899 6.981 -2.521
H 1.757 -9.396 2.875
H 0.211 3.575 2.340
H -5.914 -4.394 -4.999
H -2.108 1.744 -0.120
H -8.862 -1.353 5.020
H -3.079 0.553 -7.868
H -0.193 -0.503 -8.462
H 4.462 -6.564 3.959
H -8.543 0.807 6.250
H -3.578 2.039 -10.769
*
```